A structure of composition C59H62CsF4N11P2S2Te2, computed with the ωB97M-V functional and the def2-TZVPD basis.

Each line ends with the Mulliken charge.
CARTESIAN COORDINATES (ANGSTROEM)
Cs -0.780 -0.309 0.556  1.3740
C -2.531 -3.089 -1.728  -0.3486
N -3.400 -2.027 -1.266  1.3182
C -3.898 -1.248 -2.378  -0.1481
C -4.509 -2.507 -0.455  -0.3275
C -4.126 -3.415 0.706  -1.3606
N -3.022 -2.866 1.448  -0.1636
C -2.449 -3.607 2.380  0.1140
C -1.274 -3.086 3.010  0.1821
F -0.931 -1.828 2.622  0.0718
C -0.521 -3.737 3.941  -0.1054
F 0.589 -3.139 4.426  -0.2339
C -0.861 -5.008 4.395  -0.9559
C -2.011 -5.540 3.843  0.2379
F -2.421 -6.767 4.254  -0.3678
C -2.779 -4.899 2.896  0.3387
F -3.909 -5.540 2.478  -0.3863
H -1.725 -2.660 -2.324  -0.3500
H -3.062 -3.827 -2.358  0.2035
H -2.093 -3.607 -0.875  0.2651
H -4.551 -1.839 -3.047  0.3197
H -3.072 -0.851 -2.968  -0.2435
H -4.483 -0.402 -2.012  -0.3052
H -5.244 -3.056 -1.080  0.2759
H -5.023 -1.618 -0.079  -0.2035
H -3.885 -4.408 0.297  0.4424
H -5.046 -3.565 1.292  0.5461
H -0.269 -5.539 5.123  0.4789
Te 5.279 0.259 0.298  0.4078
C 6.477 -0.360 1.926  0.0313
C 5.927 -0.572 3.183  0.2680
C 6.752 -0.983 4.218  -0.5103
N 8.063 -1.196 4.097  -0.6663
C 8.578 -0.993 2.884  -0.3889
C 7.843 -0.584 1.784  -0.4750
C 3.421 0.013 1.138  -1.1970
P 2.421 -1.342 0.608  0.0524
C 3.551 -2.779 0.791  -0.2233
C 4.270 -3.362 -0.248  -0.2552
C 5.184 -4.378 0.000  -0.6378
C 5.395 -4.827 1.296  -0.5666
C 4.674 -4.263 2.340  -0.7365
C 3.758 -3.254 2.086  -0.2674
C 2.077 -1.379 -1.221  -0.0176
C 2.505 -0.257 -2.072  -0.3239
C 2.298 -0.114 -3.381  -1.7088
C 1.553 -1.083 -4.249  0.1919
C 0.903 -2.674 -3.060  -0.3556
C 1.360 -2.426 -1.648  -0.9655
P 2.421 1.501 1.471  1.7382
C 3.672 2.699 2.104  0.1200
C 4.108 3.697 1.233  0.0253
C 5.062 4.625 1.624  -0.6794
C 5.593 4.570 2.905  -0.5399
C 5.164 3.585 3.785  -0.7391
C 4.210 2.660 3.387  -0.2752
C 1.597 1.128 3.093  0.0475
C 0.685 2.067 3.578  -0.5656
C 0.078 1.907 4.813  -0.6158
C 0.364 0.782 5.579  -0.9723
C 1.246 -0.172 5.096  -0.5676
C 1.858 0.000 3.860  0.4439
H 4.862 -0.432 3.334  0.4364
H 6.329 -1.152 5.204  0.3693
H 9.644 -1.174 2.780  0.3579
H 8.341 -0.454 0.829  0.3408
H 4.128 -3.009 -1.262  0.2866
H 5.743 -4.808 -0.823  0.3894
H 6.116 -5.611 1.492  0.3482
H 4.825 -4.606 3.357  0.4397
H 3.188 -2.826 2.904  0.2453
H 3.054 0.525 -1.559  0.0074
H 2.682 0.774 -3.873  0.4323
H 1.447 -0.697 -5.261  0.6673
H 0.291 -3.573 -3.128  0.8474
H 1.107 -3.200 -0.923  0.4506
H 3.697 3.741 0.230  0.2800
H 5.392 5.385 0.926  0.4120
H 6.336 5.294 3.218  0.3605
H 5.579 3.531 4.785  0.3864
H 3.885 1.893 4.080  0.2783
H 0.459 2.943 2.975  0.3220
H -0.635 2.642 5.164  0.5209
H -0.119 0.642 6.538  0.3328
H 1.448 -1.065 5.674  0.4635
H 2.544 -0.743 3.472  -0.3402
N -1.476 3.783 -0.418  -0.0160
C -0.600 4.602 -1.257  -0.7056
C 0.852 4.189 -1.110  -0.7539
N 1.051 2.795 -1.450  0.2709
H -2.423 4.141 -0.441  0.1949
H -1.154 3.800 0.543  -0.0725
H -0.671 5.676 -1.031  0.3488
H -0.902 4.456 -2.298  0.1859
H 1.164 4.336 -0.066  0.4463
H 1.448 4.890 -1.716  0.3792
H 2.019 2.523 -1.350  0.0128
H 0.758 2.618 -2.409  -0.2183
N 0.424 -4.259 -7.130  -0.6907
C 0.623 -3.416 -6.012  1.3231
C -0.578 -2.642 -5.656  -0.8192
C -0.732 -1.788 -4.642  -0.5299
N 0.223 -1.456 -3.633  0.0301
C 2.030 -2.555 -4.118  0.7494
C 1.783 -3.375 -5.347  -1.6845
H -0.158 -3.828 -7.835  0.2327
H 1.290 -4.578 -7.538  0.2383
H -1.432 -2.765 -6.315  0.2945
H -1.668 -1.250 -4.559  0.3355
H 3.045 -2.693 -3.748  0.4960
H 2.607 -3.978 -5.718  0.1992
Te -0.693 1.996 -4.807  -0.1721
C -1.948 3.290 -5.916  -0.0864
C -2.678 4.374 -5.495  -0.1987
C -3.429 5.006 -6.525  -0.5772
C -3.270 4.403 -7.737  -0.5233
S -2.202 3.067 -7.601  -0.1810
H -2.670 4.706 -4.465  0.3400
H -4.057 5.874 -6.369  0.3337
H -3.723 4.679 -8.677  0.3461
C -6.437 4.113 2.244  -0.7530
N -5.768 3.304 3.240  -0.0278
C -4.428 3.137 3.325  0.2139
N -3.721 3.590 2.257  -0.2668
S -3.706 2.443 4.657  -0.4263
H -7.508 4.070 2.427  0.3719
H -6.274 3.726 1.236  0.0802
H -6.110 5.156 2.276  0.2886
H -6.256 3.058 4.083  0.2441
H -4.185 3.625 1.361  0.0710
H -2.765 3.275 2.208  0.1526
N -8.952 1.904 -0.730  -0.5798
C -7.826 1.724 -0.587  -0.2434
C -6.405 1.532 -0.385  0.4006
C -5.959 0.811 0.714  -0.2850
C -4.584 0.694 0.890  -0.6531
N -3.709 1.255 0.065  1.4238
C -4.144 1.918 -1.004  -1.8394
C -5.495 2.091 -1.276  -0.1121
H -6.646 0.350 1.409  0.5356
H -4.183 0.125 1.723  0.1458
H -3.379 2.312 -1.666  0.7226
H -5.818 2.632 -2.154  0.6295

Summary:
spin multiplicity	1
F_max	0.02797	Eh/bohr
total charge	-2
LUMO level	0.1059	Eh
energy relative to the best compared isomer or geometry (same formula, charge and spin)	72.3	kcal/mol


A cluster of 10 separate species, C59H65NO2 in total, computed with the ωB97M-V functional and the def2-TZVPD basis.

Each line ends with the Mulliken charge.
CARTESIAN COORDINATES (ANGSTROEM)
C 7.662 -1.854 2.673  -1.3380
C 7.235 -0.616 1.860  0.9312
C 7.755 0.687 2.471  -1.6026
C 5.739 -0.563 1.570  -0.7035
N 4.905 -0.885 2.739  -0.1154
C 3.552 -0.955 2.451  0.3671
O 3.070 -1.487 1.456  -0.4918
O 2.757 -0.407 3.446  -0.5202
H 8.146 -1.568 3.597  0.3911
H 6.800 -2.477 2.879  0.3450
H 8.336 -2.453 2.071  0.2336
H 7.705 -0.711 0.884  0.3221
H 7.301 1.517 1.943  0.2376
H 7.520 0.738 3.529  0.4125
H 8.827 0.724 2.321  0.4385
H 5.514 -1.281 0.794  0.4022
H 5.494 0.440 1.220  0.1329
H 5.039 -0.246 3.510  0.2733
H 2.393 0.403 3.084  0.3383
C 5.203 4.642 1.392  -0.2617
C 5.506 5.953 1.724  -0.6008
C 6.545 6.611 1.079  -0.5804
C 7.282 5.956 0.103  -0.4654
C 6.984 4.640 -0.224  -0.6291
C 5.945 3.984 0.419  -0.4367
H 4.389 4.131 1.891  0.4596
H 4.935 6.464 2.489  0.4770
H 6.783 7.634 1.341  0.3991
H 8.091 6.469 -0.400  0.4034
H 7.563 4.126 -0.981  0.4372
H 5.712 2.958 0.162  0.7745
C 3.290 3.764 -1.759  0.1820
C 2.378 4.569 -2.426  -0.7175
C 1.415 3.996 -3.246  -0.4262
C 1.365 2.617 -3.400  -0.5819
C 2.280 1.811 -2.738  -0.5365
C 3.241 2.385 -1.918  -0.3794
H 4.036 4.206 -1.114  0.2652
H 2.417 5.644 -2.306  0.3906
H 0.701 4.623 -3.763  0.5230
H 0.611 2.172 -4.037  0.3987
H 2.244 0.736 -2.861  0.4539
H 3.955 1.754 -1.401  0.4082
C -0.870 -1.845 -0.912  -0.4749
C 0.166 -1.845 0.015  -0.3864
C 0.242 -2.844 0.973  -0.2463
C -0.723 -3.844 1.005  -0.5001
C -1.763 -3.840 0.085  -0.4409
C -1.836 -2.840 -0.875  -0.4646
H -0.924 -1.067 -1.663  0.4427
H 0.919 -1.069 -0.009  0.4564
H 1.049 -2.843 1.689  0.3606
H -0.665 -4.627 1.751  0.3777
H -2.518 -4.615 0.116  0.4336
H -2.647 -2.837 -1.592  0.4392
C -5.350 -1.371 -0.024  -0.5919
C -6.706 -1.469 -0.304  -0.3923
C -7.462 -2.483 0.266  0.0170
C -6.861 -3.403 1.114  -0.5301
C -5.504 -3.309 1.389  -0.4495
C -4.748 -2.293 0.821  -0.5087
H -4.760 -0.578 -0.465  0.4334
H -7.174 -0.753 -0.968  0.3479
H -8.520 -2.558 0.049  0.2576
H -7.451 -4.194 1.559  0.3642
H -5.033 -4.029 2.046  0.3962
H -3.692 -2.219 1.036  0.6294
C -12.689 -2.873 -0.344  -0.3660
C -13.170 -3.330 -1.564  -0.4621
C -12.562 -2.928 -2.745  -0.3594
C -11.475 -2.067 -2.708  -0.4789
C -10.998 -1.606 -1.489  -0.2962
C -11.603 -2.010 -0.307  -0.5366
H -13.160 -3.191 0.577  0.3894
H -14.020 -3.999 -1.593  0.5816
H -12.936 -3.287 -3.696  0.3698
H -10.998 -1.757 -3.628  0.3716
H -10.152 -0.932 -1.459  0.4150
H -11.229 -1.651 0.643  0.3941
C 7.901 6.905 6.269  -0.3973
C 7.374 6.439 5.073  -0.3813
C 8.212 5.907 4.104  0.0934
C 9.580 5.843 4.331  -0.6107
C 10.109 6.314 5.525  -0.3445
C 9.269 6.844 6.494  -0.4346
H 7.246 7.315 7.027  0.3664
H 6.307 6.489 4.895  0.2977
H 7.801 5.542 3.174  0.3183
H 10.235 5.427 3.576  0.3718
H 11.176 6.268 5.700  0.3622
H 9.681 7.210 7.426  0.3587
C -3.485 6.897 -2.994  -0.3651
C -4.328 5.804 -3.132  -0.3732
C -3.897 4.541 -2.749  -0.3750
C -2.621 4.372 -2.230  -0.4682
C -1.776 5.465 -2.097  -0.3546
C -2.208 6.727 -2.478  -0.4059
H -3.823 7.882 -3.289  0.3605
H -5.323 5.936 -3.538  0.3542
H -4.556 3.689 -2.855  0.3671
H -2.284 3.388 -1.930  0.4214
H -0.780 5.330 -1.697  0.4809
H -1.549 7.580 -2.374  0.3569
C 8.255 -4.167 -0.635  -0.4110
C 7.164 -3.464 -1.127  -0.2710
C 7.173 -2.996 -2.434  -0.4280
C 8.274 -3.229 -3.246  -0.4201
C 9.367 -3.927 -2.751  -0.3708
C 9.358 -4.397 -1.446  -0.4443
H 8.245 -4.537 0.382  0.4140
H 6.305 -3.285 -0.493  0.4422
H 6.320 -2.452 -2.819  0.4059
H 8.279 -2.867 -4.266  0.3600
H 10.226 -4.105 -3.384  0.3621
H 10.210 -4.942 -1.060  0.3658
C -12.789 -9.290 -0.951  -0.3417
C -13.445 -9.461 -2.162  -0.4092
C -13.840 -8.354 -2.900  -0.4366
C -13.581 -7.076 -2.426  -0.1921
C -12.931 -6.904 -1.212  0.0544
C -12.533 -8.011 -0.476  -0.5937
H -12.476 -10.153 -0.378  0.3566
H -13.648 -10.458 -2.531  0.3543
H -14.349 -8.488 -3.846  0.3553
H -13.885 -6.213 -3.004  0.2891
H -12.731 -5.908 -0.842  0.1961
H -12.023 -7.877 0.470  0.3603

Summary:
spin multiplicity	1
F_max	0.04131	Eh/bohr
LUMO level	0.0071	Eh